# 1
Computed, not measured: C38H42F5MoN6O5S as an isolated structure at a distorted geometry, with ωB97M-V/def2-TZVPD.

Structure (XYZ):
```
98
Properties=species:S:1:pos:R:3:forces:R:3
Mo 0.45693 0.57726 0.06327 -0.7852 -0.2089 1.1527
C 2.32219 -1.60322 -1.74221 0.1460 0.0250 -0.1017
N 2.96485 -0.39139 -1.26893 -0.0408 -0.0081 -0.3520
C 3.16921 0.62486 -2.27532 -0.0877 -0.0613 0.0748
C 2.54471 1.97043 -1.96998 0.0357 0.0043 0.0031
C 3.03533 3.04366 -2.70173 -0.0106 0.1064 -0.0327
C 2.54543 4.31730 -2.49715 0.0048 -0.1009 0.0643
C 1.56090 4.48098 -1.53734 0.0644 0.0756 -0.0240
C 1.11238 3.37296 -0.85521 -0.0497 -0.0686 0.0224
N 1.57106 2.11843 -1.05691 0.2932 0.6996 -0.5870
C 4.14206 -0.70174 -0.48339 0.0337 0.0485 0.0703
C 4.53916 0.37358 0.50200 0.0651 0.0319 0.0818
C 5.60244 0.13632 1.36886 0.0125 0.0327 0.0215
C 5.95375 1.11886 2.27526 -0.0190 -0.0348 -0.0431
C 5.24014 2.30978 2.28019 -0.0210 0.0120 0.0201
C 4.20400 2.45365 1.37575 0.0219 -0.0557 0.0210
N 3.85287 1.50775 0.50420 0.2043 -0.0762 0.0183
C 0.99970 -1.30911 -2.40355 0.2571 0.1175 0.2843
C 0.67934 -1.99105 -3.56422 -0.0697 -0.1331 -0.1323
C -0.40429 -1.61029 -4.33587 0.0739 0.1928 0.2198
C -1.07173 -0.46039 -3.94690 -0.0037 -0.1579 -0.1820
C -0.72361 0.15132 -2.76399 -0.0920 -0.0163 0.3052
N 0.23099 -0.30219 -1.91484 -0.1674 -0.4905 -1.7593
H 2.18922 -2.28005 -0.90127 -0.0114 0.0032 -0.0094
H 2.94625 -2.12994 -2.48058 -0.0640 -0.0624 -0.0073
H 2.77698 0.29312 -3.24460 0.0336 -0.0021 0.0160
H 4.23854 0.80136 -2.42491 0.0182 0.0073 -0.0617
H 3.81890 2.86735 -3.42711 0.0087 -0.0333 0.0103
H 2.92995 5.15826 -3.05828 -0.0109 -0.0020 -0.0134
H 1.13458 5.44902 -1.31764 -0.0135 -0.0122 0.0275
H 0.32611 3.48960 -0.12849 -0.0206 -0.0288 0.0263
H 5.00956 -0.91389 -1.13055 -0.0336 -0.0455 -0.0161
H 3.94385 -1.61905 0.07546 0.0423 0.0205 -0.0016
H 6.13392 -0.80707 1.33480 0.0112 0.0040 -0.0035
H 6.76873 0.96035 2.96899 0.0050 0.0042 -0.0007
H 5.48341 3.10625 2.96928 -0.0117 0.0075 -0.0001
H 3.62054 3.36771 1.33961 -0.0022 0.0301 0.0182
H 1.32040 -2.80504 -3.87447 0.0068 0.0005 0.0108
H -0.67533 -2.15033 -5.23236 0.0248 0.0060 -0.0204
H -1.86596 -0.03075 -4.54089 -0.0104 0.0068 0.0251
H -1.24182 1.04393 -2.46020 0.0452 -0.0571 0.0629
C 0.22694 2.72878 2.38563 -0.1334 0.1431 0.0693
O 0.55316 1.68862 1.50964 0.2890 0.7715 0.7125
H 0.92958 3.55865 2.26950 0.0141 -0.0365 -0.0428
H 0.28993 2.37886 3.41855 0.0121 -0.0535 -0.0188
H -0.78661 3.08976 2.19651 -0.0073 -0.0038 -0.0123
C -6.02772 1.43575 -4.86884 0.0087 0.0445 0.0321
C -5.15265 1.61092 -3.65895 0.0059 -0.0108 -0.0220
C -4.50806 0.52185 -3.07562 0.0125 0.0135 0.0224
C -3.69552 0.68838 -1.96644 -0.1404 0.0004 0.0479
C -3.51611 1.95369 -1.43087 0.1008 0.0582 0.0365
C -4.15005 3.05060 -1.99373 0.0305 0.0728 0.0590
C -4.96615 2.87314 -3.09859 -0.0138 -0.0596 -0.0106
S -2.46821 2.18944 -0.02420 0.0049 0.1655 0.1416
O -2.38373 3.59920 0.23384 0.0162 0.0334 -0.0172
O -2.93490 1.34603 1.04408 0.0360 -0.0863 -0.1102
O -1.10436 1.72014 -0.54925 -0.6733 0.0380 -0.4450
H -6.06917 0.39435 -5.18265 -0.0123 -0.0034 -0.0049
H -5.65326 2.03132 -5.70268 -0.0112 -0.0108 -0.0096
H -7.04430 1.77196 -4.66159 -0.0058 -0.0145 -0.0067
H -4.64655 -0.46791 -3.49462 -0.0137 -0.0034 0.0025
H -3.19559 -0.16250 -1.52480 -0.0228 -0.0908 0.0722
H -3.99437 4.02601 -1.55271 -0.0309 0.0092 -0.0440
H -5.47271 3.72621 -3.53323 0.0255 0.0165 -0.0004
C -2.49807 -3.32720 4.27514 -0.0447 0.0471 -0.0196
C -3.02984 -2.01345 3.71247 0.0421 -0.1465 0.0946
N -2.55850 -1.75251 2.34976 -0.0623 0.1377 -0.0575
C -3.35347 -2.32368 1.26413 0.1221 -0.1940 -0.0426
C -2.72513 -3.53784 0.57825 -0.0393 0.1067 -0.0223
C -1.48224 -0.99307 2.10259 0.1509 -0.0199 0.0279
C -0.80117 -0.35472 3.27420 0.0174 -0.0251 -0.0191
N -1.01168 -0.78914 0.89720 -0.3169 0.1986 -0.0502
H -2.79114 -3.43248 5.31969 -0.0004 -0.0195 -0.0014
H -1.40858 -3.36796 4.21745 0.0025 0.0093 0.0107
H -2.90040 -4.17927 3.72652 0.0345 -0.0118 -0.0058
H -2.76476 -1.18355 4.36006 0.0088 0.0167 -0.0247
H -4.11874 -2.04132 3.68234 -0.0016 0.0628 -0.0236
H -3.57976 -1.53038 0.55029 -0.0433 0.0878 -0.0921
H -4.30386 -2.62500 1.69958 -0.0167 0.0598 0.0116
H -1.86425 -3.28144 -0.03957 -0.0378 -0.0142 0.0539
H -3.47158 -4.00977 -0.06124 0.0197 -0.0208 -0.0093
H -2.39521 -4.26735 1.31719 -0.0028 -0.0262 -0.0114
H -1.47057 0.40084 3.69029 0.0271 -0.0006 0.0330
H 0.10724 0.13842 2.95534 0.0291 -0.0764 -0.0010
H -0.56559 -1.08277 4.04930 -0.0237 -0.0139 0.0102
H -1.60431 -1.20580 0.18921 0.0582 -0.0708 -0.0417
F 2.22587 -4.75136 4.46227 0.0114 0.0240 -0.0075
C 2.08218 -3.77644 3.56843 -0.0444 -0.0001 -0.0300
C 2.65510 -2.53246 3.78286 0.0179 -0.0530 0.0722
F 3.34853 -2.30640 4.89559 -0.0192 0.0039 -0.0283
C 2.48982 -1.52253 2.85559 -0.0485 0.2719 -0.1560
F 2.98528 -0.30632 3.11071 -0.0100 -0.0904 0.0641
C 1.76749 -1.70778 1.67087 -0.3656 -0.3143 0.4355
O 1.61986 -0.72836 0.80829 1.0536 -0.8172 0.2478
C 1.20826 -2.97744 1.48420 -0.0844 0.2254 -0.1585
F 0.48300 -3.21445 0.37430 0.1305 -0.0722 0.0304
C 1.34745 -3.98960 2.41420 0.0281 -0.0585 0.0784
F 0.76351 -5.16920 2.20475 0.0330 0.0201 -0.0277
```
Forces are in eV/Å.

Output
**Total charge**: +1
**Expectation value of S²**: 2.011
**HOMO energy (spin up / spin down)**: -10.2 / -10.9 eV
**Multiplicity**: 3
**Energy**: -3143.54828 a.u.
**Frontier orbital gap (spin up / spin down)**: 7.33 / 7.86 eV
**Lowest unoccupied orbital energy (spin up / spin down)**: -0.10501 / -0.11148 Ha


# 2
Computed, not measured: one molecule with the formula C13H15N at a distorted geometry, with ωB97M-V/def2-TZVPD.

Structure (XYZ):
```
29
Properties=species:S:1:pos:R:3:forces:R:3
C 0.94669 -1.26701 -0.95524 1.7579 0.6086 -1.7564
C 1.08436 0.07355 -0.99997 -1.7832 -0.1293 -1.4962
C 2.27568 0.88225 -0.63444 -0.0507 -1.1134 1.4017
C -0.17061 0.84367 -1.28046 1.7277 1.0144 -1.1421
C -0.95027 0.83070 0.07754 -2.6915 -1.1329 -1.8627
C -2.16954 1.70895 -0.02070 1.2673 2.9820 1.0123
C -3.28814 1.27840 -0.58177 -1.8360 0.6134 0.1513
C -3.40864 -0.12168 -0.87214 2.5904 -0.4925 1.4562
C -2.58897 -1.09312 -0.40817 2.3500 4.7805 1.1417
C -1.38155 -0.58251 0.31135 -0.0872 -1.9212 0.5332
C -0.46236 -1.42888 0.88361 -1.6075 0.6399 0.3851
N -0.22977 -2.79025 1.28937 -0.1680 -0.7075 0.6368
C 0.40172 -1.87149 1.90590 -0.9968 1.6793 -1.8610
C 1.45317 -1.35566 2.76437 -0.7056 -2.0597 1.0271
H 0.26195 -1.77724 -1.65035 -0.1089 0.1927 1.0245
H 1.85735 -1.79443 -0.72649 0.2012 -0.6611 0.2649
H 2.87568 0.13801 -0.07394 0.2129 0.9772 0.4449
H 2.92376 1.14637 -1.45855 -0.2444 0.3464 -0.4830
H 1.93276 1.78789 -0.07102 0.8004 -0.7339 -0.2069
H -0.75317 0.45026 -2.16403 0.3568 0.5427 1.1702
H 0.24185 1.88314 -1.46101 -1.2612 -0.7286 -0.1705
H -0.27506 1.15234 0.78694 1.3018 0.8195 1.7739
H -2.00827 2.79997 0.33826 -0.5400 -1.8671 -0.7259
H -4.28078 1.86907 -0.71684 2.2027 -0.6896 0.2543
H -4.18083 -0.36634 -1.43226 -3.8108 -1.3779 -2.3733
H -2.70860 -2.09957 -0.43491 -0.6836 -2.8032 -0.4745
H 2.21938 -1.19035 2.02165 0.7022 0.7036 0.3092
H 1.70030 -2.19341 3.42938 0.6225 0.4196 0.0867
H 1.07163 -0.52260 3.36500 0.4812 0.0981 -0.5215
```
Forces are in eV/Å.

Output
**HOMO energy**: -7.0 eV
**Energy**: -558.89929 a.u.
**SMILES**: C=C(C)C[C@H]1C=CC=C/C1=C1N=C\1C
**Frontier orbital gap**: 7.67 eV
**Lowest unoccupied orbital energy**: 0.02580 Ha


# 3
Computed, not measured: a 2-piece molecular cluster, CH2NO2S2 overall at a distorted geometry, with ωB97M-V/def2-TZVPD.

Structure (XYZ):
```
8
Properties=species:S:1:pos:R:3:forces:R:3
C 1.93773 -0.00484 0.27139 1.0967 0.2232 2.4434
N -0.85666 -0.52336 0.43502 0.5461 1.9699 1.8428
O 2.21973 0.03080 1.39996 -0.2636 -0.2910 0.2054
O 1.88540 0.01720 -0.86433 -0.2487 -0.2341 -2.5852
S -0.48969 1.27143 0.33195 -0.2625 -0.8659 -0.3773
S -0.90382 -1.31739 -0.96836 0.4904 -0.5138 -1.3344
H -1.59163 1.96960 0.64947 -0.4876 -0.2751 0.0631
H -2.20105 -1.44343 -1.25510 -0.8708 -0.0132 -0.2578
```
Forces are in eV/Å.

Output
**Total charge**: -1
**HOMO energy**: -2.9 eV
**Energy**: -1040.91874 a.u.
**Frontier orbital gap**: 6.55 eV
**Lowest unoccupied orbital energy**: 0.13323 Ha


# 4
Computed, not measured: one molecule with the formula C3H3O2P at a distorted geometry, with ωB97M-V/def2-TZVPD.

Structure (XYZ):
```
9
Properties=species:S:1:pos:R:3:forces:R:3
C 2.08937 0.01799 -0.00873 -2.0344 -0.6396 -1.2067
O 0.64970 0.04686 -0.42408 0.3766 -1.1243 -0.3127
C -0.12778 -0.12747 0.57683 -1.3649 0.1830 0.8790
P -1.82257 -0.36670 -0.31615 1.0637 -0.7673 -1.3962
C -3.37158 -0.01147 0.18379 0.1332 1.2688 0.0178
O -4.44856 0.37533 0.02424 -0.1304 -0.5703 0.7062
H 2.58065 0.27490 -0.88240 1.0440 1.2266 -1.6452
H 2.44604 -0.98377 0.14854 -0.4100 -0.3450 1.1458
H 2.00473 0.77433 0.69795 1.3222 0.7680 1.8120
```
Forces are in eV/Å.

Output
**HOMO energy**: -8.3 eV
**Energy**: -607.76054 a.u.
**SMILES**: COC#P=C=O
**Frontier orbital gap**: 8.19 eV
**Lowest unoccupied orbital energy**: -0.00384 Ha


# 5
Computed, not measured: C31H50BeBrN3OP2 as an isolated structure at a distorted geometry, with ωB97M-V/def2-TZVPD.

Structure (XYZ):
```
89
Properties=species:S:1:pos:R:3:forces:R:3
C -0.65634 -1.19579 5.21929 -0.3059 -0.1940 -0.0528
C -1.51681 -1.63952 4.19406 -0.2288 0.4178 0.5324
C -2.81618 -2.04247 4.53975 0.0278 -0.0173 0.1864
C -3.18580 -2.04104 5.89383 0.7580 0.2734 -0.5879
N -2.34738 -1.63385 6.85191 -0.2511 -0.1305 0.2295
C -1.12075 -1.22170 6.54080 0.0001 -0.0224 -0.8251
C -1.03540 -1.69620 2.83910 1.3829 -0.8031 -2.0657
C -0.46154 -1.84756 1.75190 -1.6948 -0.4248 2.8340
C 0.36271 -2.41715 0.74837 0.7600 0.7103 -0.2691
C 0.41269 -1.83651 -0.53549 0.2969 0.0171 -0.4820
C 1.39377 -2.23945 -1.43876 -1.0765 0.5642 0.2417
C 2.46898 -2.89001 -0.85432 -0.4445 -1.6800 -0.7419
C 2.34575 -3.72827 0.24529 -1.0463 -0.1855 1.1488
C 1.25954 -3.45199 1.09749 0.6714 -0.3774 -0.0334
Be 3.90243 -1.93322 -0.73379 1.4594 0.7358 -0.2879
P -1.22583 1.14849 0.54151 -0.8299 1.1427 1.2083
H -3.51628 -2.36249 3.77165 0.1259 -0.0096 0.1669
H 0.34835 -0.85651 4.98445 -0.1128 -0.0900 0.0725
H -4.17900 -2.37995 6.19154 0.2888 0.1409 0.0283
H -0.45831 -0.89839 7.34860 -0.3597 -0.1252 -0.1545
H 1.14945 -3.95320 2.06609 0.0841 0.1766 -0.4754
H -0.24943 -0.98786 -0.75472 0.3114 -0.7797 0.0214
H 3.08651 -4.50282 0.47383 -0.1687 0.4809 0.0480
H 1.34907 -1.95336 -2.49287 0.3455 0.2361 0.4154
C -1.28917 2.88452 -0.11334 0.2454 -0.4711 -0.5036
C -2.35867 3.81074 0.44233 -0.2132 0.4645 0.1104
H -1.40417 2.78722 -1.20378 0.0560 0.1619 0.2323
H -0.28900 3.31136 0.05268 -0.2098 -0.1424 -0.0921
H -2.35200 4.74270 -0.13852 -0.0401 -0.1991 0.1356
H -3.36753 3.38793 0.36567 0.2202 0.0579 0.0408
H -2.16979 4.09052 1.48648 -0.0969 -0.1682 -0.2987
C -2.89392 0.74942 1.28066 0.1107 -0.2631 -0.6492
C -3.25237 1.30106 2.65809 -0.1719 0.1332 0.2405
H -2.89483 -0.35099 1.33242 -0.1423 0.2671 -0.0951
H -3.65757 1.04233 0.54268 0.2065 -0.1106 0.1743
H -4.28439 1.00341 2.88998 0.2420 0.0557 -0.0587
H -2.62264 0.87580 3.44850 -0.0687 0.1926 -0.1851
H -3.21727 2.39608 2.71215 0.0285 -0.3393 -0.0426
C -0.19052 1.37376 2.08240 0.6964 -0.4323 0.0489
C -0.17661 2.72429 2.80458 -0.1046 0.2389 0.0917
H 0.83651 1.11497 1.78003 -0.2907 0.0328 0.2010
H -0.48806 0.57586 2.77048 0.0175 0.2862 -0.2134
H 0.50881 2.66303 3.66181 -0.1099 -0.0569 -0.2443
H 0.18258 3.54091 2.16698 -0.1042 -0.1521 0.1414
H -1.15547 3.00388 3.21479 0.2885 -0.1084 -0.2067
Br 5.91538 -2.39124 -0.84224 -0.7818 -0.0032 0.1063
P -2.10731 0.12568 -1.84630 -0.9198 -0.7427 -1.1065
C -3.65228 1.03093 -2.29255 -0.0148 0.3160 0.3777
C -4.09583 0.99227 -3.75649 -0.1850 -0.0369 -0.2595
H -3.48057 2.07730 -1.98824 -0.1585 -0.2632 -0.0734
H -4.45436 0.64096 -1.64597 0.2857 0.1418 -0.1006
H -5.01751 1.58182 -3.85470 0.2573 -0.1166 0.0056
H -3.35156 1.43696 -4.42879 -0.1956 -0.1325 0.1604
H -4.32981 -0.02247 -4.10504 0.1375 0.3277 0.1380
C -1.07090 0.15838 -3.38222 0.3969 0.3638 0.3543
C -1.23177 -0.96678 -4.40666 -0.0820 -0.2082 -0.2769
H -0.03201 0.18075 -3.01700 -0.1139 0.0718 -0.2074
H -1.25522 1.12930 -3.86300 0.1181 -0.1587 0.2082
H -0.61073 -0.73681 -5.28463 -0.1474 -0.0443 0.2570
H -0.88997 -1.93786 -4.02217 -0.1792 0.2492 -0.0617
H -2.26326 -1.07714 -4.77286 0.3625 0.0604 0.2174
C -2.60973 -1.65290 -1.66230 0.3150 0.1097 0.4338
C -3.89400 -2.11745 -2.34526 -0.2239 -0.1983 -0.1339
H -2.67848 -1.81716 -0.57534 -0.0431 -0.0788 -0.2186
H -1.75735 -2.25762 -2.00122 -0.2337 0.1630 0.0979
H -4.05769 -3.17254 -2.08819 0.0052 0.2613 -0.0376
H -4.77475 -1.56010 -2.00294 0.2160 -0.1238 -0.1265
H -3.84206 -2.06608 -3.44134 0.0207 0.0516 0.3808
C 3.18283 1.69260 0.77534 -0.2297 -0.2344 0.4633
N 4.11849 1.63171 -0.33059 -0.3319 -0.4477 -0.0632
C 4.81572 2.82472 -0.78248 -0.2028 0.1027 -0.2704
C 5.98903 2.36659 -1.61344 0.7510 0.3705 -0.0143
C 5.49718 1.58515 -2.80548 0.0020 0.2751 -0.3935
N 4.54999 0.57069 -2.35787 -0.5214 -0.4281 -0.0316
C 4.00228 -0.34720 -3.35667 0.0414 -0.4508 0.1262
C 4.02180 0.55842 -1.13008 0.5458 0.4216 0.3369
O 3.37811 -0.47137 -0.68263 0.1680 0.5718 -0.5951
H 3.27179 0.77582 1.37756 -0.0967 0.4636 -0.0747
H 2.14832 1.76182 0.39718 0.3330 0.0197 0.0978
H 3.37978 2.56971 1.39827 0.1300 -0.2027 -0.1707
H 4.14867 3.45082 -1.39998 0.1149 -0.0461 0.2543
H 5.12108 3.39289 0.09714 0.0060 -0.0576 -0.1018
H 6.66795 1.74195 -1.01472 -0.2131 0.1737 -0.0647
H 6.55973 3.23634 -1.95482 -0.0581 -0.1817 0.0235
H 6.32998 1.08280 -3.31428 -0.1993 0.0398 0.1453
H 5.00434 2.24047 -3.54531 0.1477 -0.1673 0.2499
H 2.90949 -0.23451 -3.41135 0.2792 -0.0396 -0.0247
H 4.42523 -0.10153 -4.33460 -0.0198 -0.0674 0.2636
H 4.25567 -1.39385 -3.11218 -0.0349 0.3721 -0.2760
```
Forces are in eV/Å.

Output
**Total charge**: +2
**HOMO energy (spin up / spin down)**: -14.1 / -13.2 eV
**Energy**: -4721.64643 a.u.
**Frontier orbital gap (spin up / spin down)**: 7.00 / 5.16 eV
**Lowest unoccupied orbital energy (spin up / spin down)**: -0.26137 / -0.29553 Ha


# 6
Computed, not measured: a 2-piece molecular cluster, CH3N3O overall at a distorted geometry, with ωB97M-V/def2-TZVPD.

Structure (XYZ):
```
8
Properties=species:S:1:pos:R:3:forces:R:3
C -0.34942 -0.05232 0.19916 -9.0118 -1.7588 9.9214
N 3.54216 0.35463 -0.19449 -0.6916 -0.8261 0.2249
N 2.83790 -0.44810 0.05108 1.1630 0.8278 -0.2639
N 0.20425 0.28402 -0.86371 5.6760 3.8166 -10.3999
O 0.26490 -0.85588 1.04686 -0.6903 -0.6164 2.0536
H -1.35518 0.43399 0.56564 2.3872 -1.1400 -0.1149
H 1.10833 -1.21014 0.80504 0.8238 -0.0371 -0.9344
H -0.41844 0.93432 -1.34348 0.3437 -0.2660 -0.4869
```
Forces are in eV/Å.

Output
**Expectation value of S²**: 2.006
**HOMO energy (spin up / spin down)**: -5.0 / -10.7 eV
**Multiplicity**: 3
**Energy**: -279.22756 a.u.
**Frontier orbital gap (spin up / spin down)**: 6.12 / 8.03 eV
**Lowest unoccupied orbital energy (spin up / spin down)**: 0.04212 / -0.09770 Ha